Arrangement 1

10 unconnected molecules or ions with the total composition C20H40Br20. Source: the Open Molecules 2025 dataset; level of theory: ωB97M-V/def2-TZVPD.

XYZ file:
```
80
Properties=species:S:1:pos:R:3:mulliken_charge:R:1
Br 0.22 6.73 2.01 -0.180
C 0.20 5.32 0.55 -0.408
C -1.09 5.40 -0.19 -0.489
Br -1.16 4.10 -1.71 -0.113
H 0.30 4.35 1.03 0.050
H 1.08 5.46 -0.08 0.413
H -1.08 6.37 -0.68 0.443
H -1.98 5.22 0.42 0.297
Br 1.08 -1.94 -0.60 0.093
C -0.12 -0.45 0.08 0.087
C 0.28 0.11 1.44 -0.104
Br -0.68 1.82 1.67 -0.112
H -1.15 -0.81 0.00 0.174
H -0.12 0.28 -0.73 -0.244
H 1.36 0.15 1.58 -0.114
H 0.00 -0.55 2.26 0.401
Br 2.01 2.78 -1.31 -0.078
C 1.30 2.27 -3.13 -0.461
C 1.64 0.81 -3.51 -0.107
Br 0.92 0.49 -5.35 -0.177
H 1.68 2.97 -3.87 0.508
H 0.22 2.40 -3.14 0.015
H 1.19 0.15 -2.77 -0.124
H 2.72 0.75 -3.48 0.413
Br -2.53 0.69 -2.42 -0.045
C -3.04 0.40 -4.29 -0.739
C -4.00 1.55 -4.69 -0.558
Br -4.30 1.32 -6.70 -0.199
H -3.49 -0.59 -4.36 0.496
H -2.17 0.28 -4.95 0.457
H -3.49 2.52 -4.64 0.350
H -4.97 1.47 -4.21 0.267
Br -1.68 1.89 6.73 -0.177
C -2.12 3.53 5.74 -0.630
C -2.89 3.19 4.44 -0.242
Br -3.46 4.94 3.62 -0.169
H -1.31 4.24 5.56 0.410
H -2.75 4.22 6.30 0.416
H -3.84 2.71 4.65 0.378
H -2.39 2.64 3.64 -0.063
Br -3.92 -3.73 0.06 -0.185
C -4.27 -2.08 -0.98 -0.344
C -5.81 -1.98 -1.03 -0.654
Br -6.16 -0.36 -2.19 -0.209
H -3.94 -2.18 -2.01 0.223
H -3.85 -1.23 -0.43 0.262
H -6.25 -1.87 -0.04 0.454
H -6.24 -2.82 -1.56 0.441
Br 0.37 -6.44 -2.08 -0.210
C -0.78 -4.80 -2.16 -0.167
C -0.79 -4.35 -3.62 -0.448
Br -1.33 -2.45 -3.62 -0.063
H -0.28 -4.02 -1.58 -0.116
H -1.78 -5.02 -1.78 0.343
H -1.43 -5.01 -4.19 0.387
H 0.25 -4.34 -3.94 0.213
Br 4.89 -5.09 -0.67 -0.157
C 3.50 -4.22 -1.75 0.249
C 4.21 -3.65 -2.95 -0.570
Br 2.82 -2.86 -4.08 -0.141
H 3.14 -3.39 -1.13 -0.446
H 2.73 -4.95 -2.00 0.092
H 4.72 -4.47 -3.46 0.453
H 4.96 -2.92 -2.65 0.377
Br 4.31 -0.71 -0.52 -0.042
C 4.33 0.74 0.90 -0.550
C 4.84 0.07 2.18 -0.622
Br 3.50 -1.33 2.79 -0.069
H 3.37 1.24 0.98 0.130
H 5.02 1.51 0.55 0.444
H 4.88 0.69 3.08 0.323
H 5.75 -0.53 2.07 0.394
Br 0.68 -0.45 4.99 -0.053
C 1.91 -1.39 6.29 -0.692
C 2.75 -0.50 7.19 -0.553
Br 4.02 0.54 6.11 -0.136
H 2.67 -1.92 5.72 0.333
H 1.32 -2.04 6.93 0.421
H 3.29 -1.13 7.90 0.393
H 2.19 0.25 7.75 0.361
```

Summary:
- LUMO (hartree) = 0.000
- total charge = 0
- frontier orbital gap (eV) = 9.75
- structure (SMILES) = BrCCBr.BrCCBr.BrCCBr.BrCCBr.BrCCBr.BrCCBr.BrCCBr.BrCCBr.BrCCBr.BrCCBr

=====

Arrangement 2

10 unconnected molecules or ions with the total composition C20H40Br20. Source: the Open Molecules 2025 dataset; level of theory: ωB97M-V/def2-TZVPD.

XYZ file:
```
80
Properties=species:S:1:pos:R:3:mulliken_charge:R:1
Br -1.29 1.19 -0.55 0.068
C 0.38 0.19 -0.78 0.131
C 0.12 -1.15 -1.42 -0.179
Br 1.93 -2.00 -1.55 -0.169
H 0.76 0.07 0.23 -0.441
H 1.06 0.82 -1.34 0.265
H -0.15 -1.03 -2.47 0.416
H -0.64 -1.72 -0.90 0.143
Br -0.48 1.85 -4.28 -0.098
C -0.41 3.44 -3.17 -0.377
C -0.35 4.82 -3.85 -0.580
Br 0.92 4.78 -5.37 -0.187
H 0.56 3.32 -2.70 0.314
H -1.19 3.45 -2.41 0.134
H 0.03 5.52 -3.12 0.375
H -1.32 5.14 -4.24 0.371
Br 4.04 1.28 -2.23 -0.112
C 4.70 0.46 -3.93 -0.604
C 3.61 -0.36 -4.60 -0.207
Br 4.15 -1.09 -6.31 -0.129
H 5.57 -0.12 -3.64 0.372
H 4.93 1.32 -4.54 0.385
H 2.66 0.16 -4.71 0.213
H 3.32 -1.12 -3.86 0.057
Br -4.99 -0.25 -0.67 -0.147
C -4.79 0.61 -2.43 -0.514
C -4.57 2.08 -2.22 -0.140
Br -4.43 3.04 -3.92 -0.173
H -5.63 0.29 -3.04 0.479
H -3.94 0.25 -3.02 0.304
H -3.69 2.25 -1.60 -0.203
H -5.40 2.57 -1.72 0.397
Br 1.65 -5.25 3.90 -0.129
C 0.46 -4.10 2.86 -0.308
C 1.02 -2.67 2.95 -0.798
Br -0.24 -1.23 2.47 -0.090
H -0.56 -4.13 3.22 0.255
H 0.51 -4.42 1.82 0.251
H 1.92 -2.54 2.36 0.356
H 1.24 -2.51 4.00 0.447
Br 0.61 2.55 3.01 -0.115
C 0.30 4.19 1.92 -0.535
C -1.19 4.26 1.70 -0.061
Br -1.59 5.60 0.34 -0.174
H 0.79 3.97 0.97 0.325
H 0.64 5.12 2.36 0.523
H -1.68 4.60 2.61 0.420
H -1.61 3.33 1.34 -0.382
Br 3.22 0.86 1.42 -0.087
C 4.56 2.32 1.71 -0.556
C 4.20 3.17 2.90 -0.423
Br 5.63 4.47 3.32 -0.158
H 4.63 2.87 0.78 0.393
H 5.38 1.66 1.96 0.356
H 4.01 2.54 3.77 0.395
H 3.26 3.71 2.79 0.058
Br -4.57 -2.38 3.27 -0.149
C -3.78 -3.79 2.17 -0.457
C -3.26 -3.22 0.88 -0.109
Br -2.60 -4.59 -0.31 -0.144
H -4.53 -4.56 2.02 0.451
H -3.00 -4.26 2.77 0.231
H -2.50 -2.44 0.97 -0.084
H -4.03 -2.73 0.29 0.240
Br -4.31 2.27 1.84 -0.114
C -3.10 0.93 2.62 0.889
C -3.36 0.78 4.10 -0.791
Br -3.00 2.48 5.07 -0.210
H -2.10 1.17 2.29 -0.380
H -3.41 -0.01 2.16 -0.363
H -2.77 -0.01 4.55 0.417
H -4.39 0.50 4.33 0.493
Br 0.84 -6.74 -1.80 -0.172
C 2.30 -6.67 -0.48 -0.518
C 3.22 -5.50 -0.80 -0.209
Br 4.47 -5.26 0.65 -0.136
H 2.87 -7.59 -0.54 0.415
H 1.88 -6.54 0.51 0.287
H 2.67 -4.59 -1.02 -0.142
H 3.88 -5.64 -1.66 0.427
```

Summary:
- LUMO (hartree) = 0.005
- total charge = 0
- frontier orbital gap (eV) = 9.95
- structure (SMILES) = BrCCBr.BrCCBr.BrCCBr.BrCCBr.BrCCBr.BrCCBr.BrCCBr.BrCCBr.BrCCBr.BrCCBr

=====

arrangement 2 is preferred energetically. Next in line: 1.001 eV higher.

=====

Arrangement 1

2 unconnected molecules or ions with the total composition C5H13NS2. Source: the Open Molecules 2025 dataset; level of theory: ωB97M-V/def2-TZVPD.

XYZ file:
```
21
Properties=species:S:1:pos:R:3:mulliken_charge:R:1
S 2.06 1.33 -0.63 -0.245
S -0.79 -1.50 -1.32 -0.062
C -0.81 0.23 -1.45 -0.089
C -1.51 1.07 -0.43 -0.299
C -1.18 0.81 1.03 -0.563
N -0.90 -0.54 1.51 -0.320
C 0.41 -1.05 1.07 0.092
C 1.54 -0.59 1.98 -1.339
H 1.95 1.52 -1.96 0.119
H 0.33 0.40 -1.49 -0.386
H -1.05 0.56 -2.46 0.436
H -1.34 2.12 -0.58 0.328
H -2.58 0.98 -0.56 0.278
H -1.93 1.23 1.69 0.337
H -0.29 1.39 1.16 0.248
H -1.47 -1.15 0.95 0.265
H 0.34 -2.11 1.14 0.552
H 0.75 -0.69 0.06 -0.225
H 2.49 -1.05 1.67 0.355
H 1.32 -0.76 3.02 0.375
H 1.70 0.42 1.63 0.144
```

Summary:
- LUMO (hartree) = -0.124
- total charge = 0
- frontier orbital gap (eV) = 5.36

=====

Arrangement 2

A single C5H13NS2 molecule. Source: the Open Molecules 2025 dataset; level of theory: ωB97M-V/def2-TZVPD.

XYZ file:
```
21
Properties=species:S:1:pos:R:3:mulliken_charge:R:1
S 3.25 -2.60 -2.11 -0.219
S 2.76 -0.66 -1.74 -0.028
C 1.60 -0.59 -0.39 -1.045
C 0.32 0.20 -0.60 0.179
C -0.59 -0.68 -1.58 -1.074
N -0.43 0.15 0.67 -0.299
C -1.50 1.06 0.86 -0.480
C -1.52 1.90 2.25 -1.211
H 3.64 -3.34 -1.09 0.131
H 1.97 -0.19 0.55 0.443
H 1.44 -1.64 -0.14 0.428
H 0.41 1.21 -1.01 0.377
H -0.31 -1.76 -1.70 0.253
H -0.46 -0.32 -2.64 0.307
H -1.59 -0.66 -1.14 0.363
H -0.57 -0.73 1.19 0.265
H -2.44 0.39 0.91 0.290
H -1.58 1.79 0.03 0.320
H -1.04 2.84 2.08 0.311
H -2.49 2.12 2.58 0.341
H -0.87 1.51 3.05 0.348
```

Summary:
- LUMO (hartree) = 0.016
- total charge = 0
- frontier orbital gap (eV) = 8.68
- structure (SMILES) = CCN[C@H](C)CSS

=====

arrangement 2 is preferred energetically. Next in line: 2.938 eV higher.

=====

Arrangement 1

A molecular structure, C7H15N. Source: the Open Molecules 2025 dataset; level of theory: ωB97M-V/def2-TZVPD.

XYZ file:
```
23
Properties=species:S:1:pos:R:3:mulliken_charge:R:1
C -0.40 -0.65 -0.14 0.698
C 0.48 -0.10 0.81 -1.052
C -1.32 -1.66 1.41 -0.749
C -1.41 0.22 -0.83 -1.446
C 1.65 2.22 -0.85 -1.135
C 1.73 0.76 -0.57 0.559
N -2.71 -1.43 1.55 -0.529
C 2.68 -0.04 -1.05 -0.986
H 0.00 -1.45 -0.76 0.268
H -2.92 -0.56 2.04 0.240
H -3.22 -1.46 0.68 0.253
H 1.20 -0.75 1.30 0.371
H 0.12 0.75 1.39 0.335
H -0.83 -1.60 2.38 0.408
H -1.12 -2.64 0.99 0.335
H -0.99 0.62 -1.76 0.367
H -2.29 -0.37 -1.13 0.405
H -1.74 1.04 -0.20 0.244
H 2.56 2.60 -1.36 0.382
H 1.53 2.80 0.07 0.272
H 0.80 2.46 -1.49 0.202
H 3.52 0.34 -1.63 0.316
H 2.69 -1.11 -0.86 0.242
```

Summary:
- LUMO (hartree) = 0.035
- total charge = 0
- frontier orbital gap (eV) = 7.91

=====

Arrangement 2

A single C7H15N molecule. Source: the Open Molecules 2025 dataset; level of theory: ωB97M-V/def2-TZVPD.

XYZ file:
```
23
Properties=species:S:1:pos:R:3:mulliken_charge:R:1
C -1.56 -0.55 -2.52 -1.148
C -1.13 0.78 -1.92 -0.309
C -1.53 1.01 -0.47 -1.078
C -0.89 0.04 0.57 -0.512
N 0.91 -0.76 2.68 -0.447
C 1.42 -0.34 1.47 0.347
C 0.59 -0.07 0.46 -0.187
C 2.91 -0.18 1.34 -1.264
H -0.92 -1.02 -3.28 0.303
H -2.53 -0.48 -3.00 0.342
H -1.68 -1.32 -1.76 0.261
H -0.05 0.87 -1.98 0.225
H -1.51 1.62 -2.52 0.394
H -1.09 1.96 -0.21 0.372
H -2.61 1.08 -0.35 0.390
H -1.25 0.49 1.51 0.360
H -1.47 -0.88 0.47 0.349
H -0.04 -1.10 2.71 0.182
H 1.54 -1.09 3.39 0.206
H 1.00 0.27 -0.48 0.250
H 3.43 -0.37 2.27 0.390
H 3.35 -0.81 0.57 0.289
H 3.11 0.84 1.05 0.286
```

Summary:
- LUMO (hartree) = 0.040
- total charge = 0
- frontier orbital gap (eV) = 8.66
- structure (SMILES) = CCCC/C=C(/C)N

=====

arrangement 2 is preferred energetically. Next in line: 3.778 eV higher.

=====

Arrangement 1

A gas-phase ion, C8H13N2 (charge +1). Source: the Open Molecules 2025 dataset; level of theory: ωB97M-V/def2-TZVPD.

XYZ file:
```
23
Properties=species:S:1:pos:R:3:mulliken_charge:R:1
C 0.28 -0.36 -1.07 0.414
C 1.20 0.69 -0.49 -0.856
C 2.12 0.28 0.68 -0.765
C 1.40 0.56 2.03 -0.630
C -0.01 0.02 1.80 -0.394
C -1.92 0.12 0.36 -0.525
C -1.22 0.58 1.60 -0.468
C -1.25 -0.23 -0.80 0.240
N 0.79 -1.17 -1.90 -0.745
N -2.01 -0.78 -1.94 -0.246
H 1.91 0.89 -1.22 0.495
H 0.52 1.42 -0.17 0.331
H 2.72 -0.67 0.55 0.352
H 3.01 0.88 0.55 0.451
H 1.97 0.08 2.73 0.364
H 1.50 1.61 2.30 0.340
H 0.15 -0.86 1.16 0.456
H -2.94 0.27 0.34 0.444
H -1.82 1.29 2.31 0.339
H 0.21 -1.96 -2.21 0.246
H -1.39 -0.73 -2.75 0.411
H -2.88 -0.23 -2.15 0.410
H -2.35 -1.70 -1.71 0.335
```

Summary:
- LUMO (hartree) = -0.156
- total charge = +1
- frontier orbital gap (eV) = 8.63
- structure (SMILES) = [H]\N=C1CCC/C=C/C=C\1[NH3+]

=====

Arrangement 2

A gas-phase ion, C8H13N2 (charge +1). Source: the Open Molecules 2025 dataset; level of theory: ωB97M-V/def2-TZVPD.

XYZ file:
```
23
Properties=species:S:1:pos:R:3:mulliken_charge:R:1
C -1.98 -1.39 -0.16 -0.147
C -2.23 -0.03 -0.06 -0.245
C 0.00 0.70 0.26 0.378
C 1.41 -1.29 -0.26 -0.834
C 0.37 -2.21 0.37 -0.560
C 1.29 0.13 0.38 0.444
C 2.37 1.04 -0.28 -1.549
C -1.69 2.30 0.02 -1.002
N -0.90 -2.05 -0.18 -0.335
N -1.22 0.90 0.07 -0.076
H -2.88 -1.96 -0.41 0.353
H -3.23 0.36 -0.13 0.465
H 2.42 -1.66 -0.09 0.425
H 1.24 -1.22 -1.33 0.371
H 0.68 -3.24 0.14 0.344
H 0.36 -2.10 1.47 0.351
H 1.53 0.05 1.46 0.291
H 2.38 2.01 0.20 0.437
H 2.16 1.15 -1.34 0.395
H 3.34 0.58 -0.15 0.412
H -0.85 2.98 0.13 0.302
H -2.18 2.48 -0.93 0.389
H -2.40 2.47 0.83 0.390
```

Summary:
- LUMO (spin up / spin down) (hartree) = -0.177 / -0.214
- total charge = +1
- frontier orbital gap (spin up / spin down) (eV) = 7.80 / 6.56

=====

arrangement 1 is preferred energetically. Next in line: 1.541 eV higher.

=====

Arrangement 1

2 unconnected molecules or ions with the total composition CH3N5S. Source: the Open Molecules 2025 dataset; level of theory: ωB97M-V/def2-TZVPD.

XYZ file:
```
10
Properties=species:S:1:pos:R:3:mulliken_charge:R:1
C 0.12 1.57 1.46 0.339
N 0.59 1.88 2.49 -0.415
N 0.08 -2.31 -1.58 -0.206
N 1.12 -1.86 -1.69 0.287
N -1.05 -0.11 0.09 -0.589
N -0.48 1.25 0.31 -0.184
S 2.48 -1.25 -1.79 -0.085
H -1.96 -0.02 0.60 0.279
H -0.52 -0.88 0.72 0.297
H -0.37 1.74 -0.62 0.277
```

Summary:
- LUMO (hartree) = 0.013
- total charge = 0
- frontier orbital gap (eV) = 10.19
- structure (SMILES) = N#[N+][S-].N#CNN

=====

Arrangement 2

A single CH3N5S molecule. Source: the Open Molecules 2025 dataset; level of theory: ωB97M-V/def2-TZVPD.

XYZ file:
```
10
Properties=species:S:1:pos:R:3:mulliken_charge:R:1
C 0.74 -0.93 -0.01 0.270
H 0.88 1.57 0.86 0.283
H 0.79 1.83 -0.74 0.299
H -2.10 0.39 -0.17 0.282
N 0.23 1.54 0.07 -0.818
N -0.08 0.21 -0.09 0.462
N -1.35 -0.25 0.01 0.178
N -1.36 -1.55 0.04 -0.336
N -0.14 -2.01 0.02 -0.240
S 2.38 -0.80 0.00 -0.378
```

Summary:
- LUMO (hartree) = 0.004
- total charge = 0
- frontier orbital gap (eV) = 8.65
- structure (SMILES) = Nn1[nH]nnc1=S

=====

arrangement 2 is preferred energetically. Next in line: 0.177 eV higher.

=====

Arrangement 1

10 unconnected molecules or ions with the total composition C6H29NO10. Source: the Open Molecules 2025 dataset; level of theory: ωB97M-V/def2-TZVPD.

XYZ file:
```
46
Properties=species:S:1:pos:R:3:mulliken_charge:R:1
C 1.28 -1.12 -3.04 -0.154
O 1.72 -2.17 -3.95 -0.557
C 0.49 -1.63 -1.81 -0.801
C 0.73 -0.90 -0.56 -0.095
C 0.30 0.50 -0.31 0.649
C 0.02 1.39 -1.24 -0.400
N -0.43 2.69 -0.71 -0.162
C -0.61 3.63 -1.53 -0.627
H 2.20 -0.71 -2.38 0.189
H 0.89 -0.41 -3.81 0.216
H 1.74 -3.03 -3.50 0.323
H -0.58 -1.58 -2.20 0.090
H 0.75 -2.71 -1.53 0.514
H 1.77 -0.99 -0.24 0.153
H 0.18 -1.50 0.26 -0.017
H 0.14 0.72 0.76 -0.111
H 0.03 1.13 -2.28 0.293
H -0.53 3.69 -2.63 0.389
H -1.03 4.58 -1.18 0.263
H 1.62 -1.11 2.55 0.371
H 2.50 -0.06 1.71 0.196
O 2.51 -0.66 2.51 -0.634
H 2.38 -3.03 1.27 0.317
H 3.80 -2.65 0.69 0.325
O 3.21 -3.39 0.92 -0.625
H -2.26 -2.71 3.28 0.310
H -2.16 -2.23 1.69 0.322
O -2.60 -2.74 2.39 -0.635
H -3.02 -0.62 1.33 0.360
H -2.64 0.83 1.82 0.218
O -2.56 -0.10 2.03 -0.530
H 3.74 2.38 1.21 0.307
H 2.65 1.43 0.85 0.297
O 3.49 1.76 0.52 -0.597
H -3.87 -1.79 -0.70 0.332
H -3.31 -0.43 -1.25 0.306
O -3.75 -0.84 -0.47 -0.683
H 0.20 0.40 3.59 0.243
H -0.76 -0.89 3.14 0.237
O 0.15 -0.51 3.21 -0.604
H -0.36 3.10 3.28 0.273
H 0.01 2.70 1.80 0.310
O 0.21 2.61 2.74 -0.588
H -2.10 2.31 -3.21 0.293
H -3.27 2.67 -2.20 0.333
O -2.88 2.00 -2.80 -0.612
```

Summary:
- LUMO (hartree) = 0.001
- total charge = 0
- frontier orbital gap (eV) = 9.83
- structure (SMILES) = C=N/C=C/CCCO.O.O.O.O.O.O.O.O.O

=====

Arrangement 2

10 unconnected molecules or ions with the total composition C6H29NO10. Source: the Open Molecules 2025 dataset; level of theory: ωB97M-V/def2-TZVPD.

XYZ file:
```
46
Properties=species:S:1:pos:R:3:mulliken_charge:R:1
C 2.10 1.73 -0.97 -0.628
N 1.22 0.94 -0.08 0.361
C 0.67 1.51 1.00 1.210
C 0.07 0.67 2.10 -1.232
O 0.62 2.75 1.04 -0.883
C 1.44 -0.48 -0.33 -0.036
C 2.76 -0.61 -1.13 -0.669
C 3.18 0.80 -1.53 -0.625
H 1.51 2.19 -1.76 0.323
H 2.52 2.53 -0.36 0.440
H -0.88 1.10 2.40 0.338
H -0.29 -0.24 1.60 0.267
H 0.62 0.27 2.94 0.280
H 0.62 -0.87 -0.94 -0.213
H 1.40 -1.16 0.52 0.050
H 2.57 -1.24 -2.00 0.296
H 3.49 -1.17 -0.54 0.359
H 4.16 1.02 -1.11 0.238
H 3.26 0.95 -2.61 0.317
H 2.45 -2.21 3.09 0.346
H 2.30 -0.87 2.53 0.249
O 3.01 -1.47 2.80 -0.673
H -2.02 -1.33 -3.98 0.286
H -2.09 -1.60 -2.48 0.483
O -1.92 -2.03 -3.34 -0.723
H -0.74 2.17 -1.30 0.318
H -2.22 2.34 -0.83 0.418
O -1.65 2.17 -1.61 -0.831
H -0.85 -2.83 3.38 0.285
H -0.57 -2.73 1.85 0.383
O -0.20 -2.56 2.74 -0.597
H -3.34 -0.16 -0.81 0.232
H -2.11 0.53 -1.30 0.424
O -2.48 -0.38 -1.18 -0.720
H -0.57 -3.08 -2.77 0.368
H -0.09 -4.37 -2.14 0.284
O 0.01 -3.42 -2.06 -0.655
H -2.87 2.72 1.24 0.387
H -4.26 2.35 0.74 0.292
O -3.33 2.19 0.55 -0.650
H -0.76 3.39 1.86 0.339
H -1.66 3.81 3.10 0.269
O -1.67 3.52 2.20 -0.711
H -1.59 -1.65 -0.27 0.297
H -0.64 -2.82 -0.48 0.411
O -1.16 -2.38 0.22 -0.702
```

Summary:
- LUMO (hartree) = 0.013
- total charge = 0
- frontier orbital gap (eV) = 9.95
- structure (SMILES) = CC(=O)N1CCCC1.O.O.O.O.O.O.O.O.O

=====

arrangement 2 is preferred energetically. Next in line: 5.256 eV higher.